No. 1
Here is 2 unconnected molecules or ions with the total composition CH3F2PS at a distorted geometry from the OMol25 dataset. Energies are from ωB97M-V/def2-TZVPD.

Frontier orbital gap (spin up / spin down)   7.99 / 6.90 eV
Lowest unoccupied orbital energy (spin up / spin down)   -1.1 / -1.8 eV
Total charge   0

CARTESIAN COORDINATES (ANGSTROEM)
1 F 2.863 -0.128 -1.054
2 F 1.728 1.529 0.290
3 P 2.392 0.078 0.481
4 C -1.480 -0.203 0.106
5 H -1.526 0.462 0.944
6 H -2.472 -0.549 -0.193
7 S -0.436 -1.682 0.238
8 H -1.069 0.493 -0.813

No. 2
Here is 2 unconnected molecules or ions with the total composition CH3F3NS at a distorted geometry from the OMol25 dataset. Energies are from ωB97M-V/def2-TZVPD.

Spin multiplicity   3
Frontier orbital gap (spin up / spin down)   7.42 / 10.16 eV
Lowest unoccupied orbital energy (spin up / spin down)   -6.6 / -6.7 eV
Total charge   +1

CARTESIAN COORDINATES (ANGSTROEM)
1 H 2.597 1.126 -0.325
2 F -3.248 -0.785 1.557
3 H 1.793 0.145 -1.503
4 N 0.863 -0.128 0.272
5 S -2.015 -0.382 0.566
6 F -2.538 -0.612 -0.899
7 C 2.007 0.090 -0.378
8 F -2.232 1.100 0.708
9 H 2.773 -0.553 0.003

Computed electronic energy (Eh) in order:
-979.14290, -791.94199
Computed ΔE to the lowest compared entry with this formula, charge and spin (kJ/mol) in order:
234.48, 0.00